1.
# C8H16MnN2PS

A molecular structure, C8H16MnN2PS in a non-equilibrium geometry (the ωB97M-V functional and the def2-TZVPD basis, OMol25).

Structure (XYZ):
```
29
Properties=species:S:1:pos:R:3:forces:R:3
C -0.413406 -0.017222 -3.912218 0.255 0.901 -0.429
C -1.222124 1.000408 -3.285060 0.843 0.266 -0.317
C -0.339460 1.944766 -2.651564 0.219 0.317 -1.597
C 1.019352 1.533475 -2.902134 -0.620 0.257 -0.701
C 0.978968 0.310457 -3.676314 -0.720 0.770 -0.207
Mn 0.020060 0.003974 -1.790303 -0.336 -1.684 0.824
P -0.059188 -2.257389 -1.614693 -0.085 -0.757 0.424
H -0.780790 -0.824053 -4.531998 0.025 0.051 0.094
H -2.307526 1.061868 -3.315782 0.312 -0.058 0.080
H -0.650439 2.847414 -2.131223 0.140 -0.344 -0.032
H 1.837792 -0.233440 -4.055908 -0.188 0.104 0.125
H 1.917830 2.058407 -2.590651 -0.260 -0.107 -0.026
H 1.073094 -2.996894 -2.107099 -0.673 0.004 0.274
H -1.141044 -2.945225 -2.262445 0.495 -0.195 0.366
H -0.168156 -2.792189 -0.274814 0.054 -0.328 -0.783
C -1.445877 0.514637 3.652394 -0.123 0.230 -0.229
N -0.958653 0.890225 2.328251 -0.055 -0.118 0.449
C 0.057487 0.303156 1.703590 1.109 0.522 -1.460
S 0.566925 0.896884 0.115538 -0.175 0.286 3.061
N 0.760140 -0.703415 2.305836 -0.023 -0.028 0.053
C 1.370596 -0.587709 3.642686 0.054 -0.288 -0.080
H -0.977135 -0.423762 3.922975 -0.212 -0.043 0.098
H -2.527023 0.370529 3.636642 0.045 0.075 -0.040
H -1.194501 1.278706 4.400456 -0.060 -0.192 -0.136
H -1.400820 1.641974 1.810387 0.173 -0.190 0.184
H 1.362165 -1.178762 1.637329 -0.182 0.418 0.168
H 1.135590 -1.477626 4.240473 0.074 0.235 -0.029
H 2.457747 -0.519309 3.527732 -0.173 0.034 0.083
H 1.028390 0.300128 4.177913 0.087 -0.139 -0.220
```
Positions in Å, forces in eV/Å.

Results
* spin multiplicity: 5
* maximum force: 3.1 eV Å⁻¹
* net charge: 0
* E_HOMO (spin up / spin down): -0.1709 / -0.1959 hartree
* LUMO (spin up / spin down): 0.379 / 0.380 eV
* calculated total energy: -62976.5319 eV
* frontier orbital gap (spin up / spin down): 5.028 / 5.711 eV


2.
# C8H16N2

3 unconnected molecules or ions with the total composition C8H16N2 (the ωB97M-V functional and the def2-TZVPD basis, OMol25).

Structure (XYZ):
```
26
Properties=species:S:1:pos:R:3:forces:R:3
C 1.553885 -0.456278 0.686832 0.414 0.350 -0.146
C -1.573412 0.844430 -0.745050 0.242 0.223 0.011
C 2.492055 0.721236 0.717430 -0.176 0.026 0.263
C 1.668338 -1.367068 -0.501528 0.112 -0.010 -0.043
C -2.349633 -0.214180 -0.585906 -0.151 -0.161 -0.140
C -1.394504 1.871677 0.332058 -0.344 -0.331 -0.170
C -0.788694 1.092911 -1.998328 -0.084 0.036 0.148
N 0.698090 -0.734643 1.564162 -0.469 -0.131 0.407
C -1.023831 -2.809999 1.499598 -0.175 0.062 -0.208
N -0.770333 -3.617541 2.264523 0.022 -0.545 0.374
H 0.651149 -0.099745 2.358261 0.259 0.229 -0.142
H 3.500503 0.382263 0.960938 0.049 -0.002 -0.079
H 2.176927 1.442118 1.471922 0.065 0.023 -0.003
H 2.524060 1.207541 -0.255537 0.058 0.062 -0.079
H 0.774969 -1.276979 -1.114083 -0.101 0.037 -0.142
H 1.731998 -2.395694 -0.168068 0.010 -0.207 0.046
H 2.540233 -1.129131 -1.105172 0.031 -0.024 -0.103
H -2.470054 -0.957829 -1.357827 -0.002 -0.081 -0.212
H -2.919737 -0.365155 0.312958 -0.128 -0.001 0.308
H -1.251612 -2.050027 0.794434 -0.067 0.121 -0.118
H -2.033015 1.664598 1.179059 -0.143 -0.043 0.258
H -0.371966 1.886110 0.669257 0.534 0.026 0.156
H -1.625299 2.857786 -0.041414 -0.091 0.416 -0.149
H 0.279109 1.022526 -1.792116 0.142 0.041 -0.012
H -1.040517 0.381796 -2.774002 -0.013 -0.171 -0.187
H -0.978708 2.099278 -2.372401 0.008 0.054 -0.039
```
Positions in Å, forces in eV/Å.

Results
* maximum force: 0.7 eV Å⁻¹
* SMILES: C=C(C)C.CC(C)=N.C#N
* net charge: 0
* E_HOMO: -0.3546 hartree
* LUMO: 0.719 eV
* calculated total energy: -11534.1375 eV
* frontier orbital gap: 10.369 eV


3.
# C8H16N2

2 unconnected molecules or ions with the total composition C8H16N2 in a non-equilibrium geometry (the ωB97M-V functional and the def2-TZVPD basis, OMol25).

Structure (XYZ):
```
26
Properties=species:S:1:pos:R:3:forces:R:3
C 0.997953 -0.722658 -1.852761 -0.362 1.150 -0.700
C 2.335205 -0.161163 -2.407335 -0.804 0.390 -0.196
C 1.069368 -1.012856 -0.402562 0.222 1.203 1.101
C 1.265702 -0.069735 0.618773 -1.083 -0.872 -0.919
C 0.963053 -2.129684 1.429967 1.030 2.591 0.087
N 0.956510 -2.249910 0.128063 -0.500 -1.420 0.082
N 1.162810 -0.799663 1.768306 -0.246 -1.394 0.237
H 0.176875 0.021220 -2.052119 0.784 -0.316 0.353
H 0.642540 -1.553188 -2.456428 0.365 -0.548 0.372
H 2.341667 -0.360731 -3.488757 0.661 -0.039 0.395
H 1.113141 0.995153 0.568988 0.463 0.056 0.157
H 1.007735 -2.782396 2.274625 -0.247 -1.031 -0.302
H 1.270099 -0.571539 2.740325 0.044 0.700 -0.143
H 3.214830 -0.449817 -1.833666 -0.028 -0.837 -0.415
H 2.378625 0.915895 -2.285313 -0.328 0.380 -0.108
C -1.960539 1.791767 0.529966 -2.042 0.399 2.696
C -2.932950 2.852363 1.151984 -1.104 -0.212 -2.363
C -2.750110 1.138685 -0.559763 2.281 -3.206 -2.143
H -1.064375 2.394771 0.370973 0.235 -0.858 -0.832
H -1.799866 0.984057 1.285525 0.438 0.780 -0.368
H -3.980942 2.486025 1.102016 0.569 -0.449 1.642
H -3.591718 0.496386 -0.340669 -1.206 1.222 0.903
H -2.806273 1.638205 -1.504367 -0.706 0.879 -0.283
H -3.190045 3.527707 0.319772 0.997 0.651 0.050
H -2.585731 3.445760 1.983725 -0.240 -0.195 0.441
H -2.254759 0.184449 -0.929831 0.807 0.979 0.253
```
Positions in Å, forces in eV/Å.

Results
* maximum force: 4.5 eV Å⁻¹
* SMILES: CCc1c[nH]cn1.CCC
* net charge: 0
* E_HOMO: -0.3083 hartree
* LUMO: 0.835 eV
* calculated total energy: -11534.1129 eV
* frontier orbital gap: 9.224 eV


4.
# C8H16N2

2 unconnected molecules or ions with the total composition C8H16N2 in a non-equilibrium geometry (the ωB97M-V functional and the def2-TZVPD basis, OMol25).

Structure (XYZ):
```
26
Properties=species:S:1:pos:R:3:forces:R:3
C -1.113986 0.066049 -0.470656 -0.402 -0.870 -0.241
C -1.410290 0.215663 -1.965121 0.488 0.775 -0.374
C -2.111599 0.776697 0.393185 0.763 -1.115 -0.034
C -3.180197 0.159586 1.002517 0.020 1.359 -0.155
C -3.061552 2.315308 1.485484 0.961 0.245 -0.371
N -2.007135 2.098514 0.718775 -0.884 0.044 0.230
N -3.799635 1.210112 1.663179 -0.464 -0.044 0.700
H -1.197106 -0.994847 -0.219241 -0.018 -0.097 -0.022
H -0.077797 0.291475 -0.224939 -0.058 0.551 -0.011
H -1.536729 1.272805 -2.217191 -0.181 -0.014 0.115
H -3.587787 -0.830919 0.938840 0.022 -0.064 0.091
H -3.291878 3.242488 1.979345 -0.080 0.119 -0.015
H -4.524670 1.220575 2.364539 -0.087 -0.535 -0.307
H -2.304704 -0.312416 -2.289551 -0.080 -0.055 0.189
H -0.582941 -0.096486 -2.607712 0.027 -0.313 0.216
C 3.094624 -0.466547 -0.434195 0.158 -0.708 -0.125
C 3.124176 -0.385603 1.086599 0.003 0.096 0.906
C 2.974665 -1.905906 -0.952127 0.306 -0.071 0.193
H 2.268629 0.152381 -0.777753 0.029 -0.023 -0.334
H 4.026629 -0.078173 -0.834419 -0.006 0.421 -0.093
H 4.122216 -0.292187 1.524815 0.062 0.146 -0.323
H 2.048457 -2.359869 -0.600412 0.005 -0.137 -0.061
H 3.055411 -2.029134 -2.033089 -0.320 0.392 -0.085
H 3.821636 -2.493841 -0.584761 -0.160 -0.034 0.300
H 2.539679 0.469753 1.429562 0.138 0.077 0.063
H 2.711884 -1.245476 1.624325 -0.242 -0.144 -0.453
```
Positions in Å, forces in eV/Å.

Results
* maximum force: 1.4 eV Å⁻¹
* SMILES: CCc1c[nH]cn1.CCC
* net charge: 0
* E_HOMO: -0.3178 hartree
* LUMO: 0.877 eV
* calculated total energy: -11535.5522 eV
* frontier orbital gap: 9.524 eV


5.
# C8H16N2O2S

C8H16N2O2S in the gas phase in a non-equilibrium geometry (the ωB97M-V functional and the def2-TZVPD basis, OMol25).

Structure (XYZ):
```
29
Properties=species:S:1:pos:R:3:forces:R:3
C 2.535578 -1.535818 2.946383 4.097 -2.323 1.156
C 0.489444 -2.283982 2.249456 -0.429 -0.424 0.919
C -0.927907 -1.868657 1.696859 -2.328 -1.637 -1.383
C -0.520216 -0.526731 -0.433189 -0.188 -2.513 0.135
C -0.719017 1.847675 -0.045207 0.053 -0.633 -0.831
C -1.032971 3.071796 -0.789350 0.586 1.369 -1.169
C 0.632273 2.297292 -2.379670 0.318 0.472 -1.434
C -0.285561 0.983413 -2.402057 0.852 2.059 1.763
H 3.226866 -1.405283 1.991522 -1.491 0.388 1.807
H 3.110102 -1.006290 3.988731 -1.860 -1.674 -3.280
H 2.614673 -2.853544 2.996464 -0.204 3.808 0.565
H 0.572865 -3.122665 3.095726 -0.903 1.696 -1.805
H 0.988701 -2.730876 1.345917 0.004 0.815 0.798
H -1.917925 -1.726200 2.342703 2.690 -0.602 -0.568
H -1.173554 -2.722123 0.921285 0.289 1.550 1.656
H -0.319475 -0.018958 1.644400 -1.823 -0.546 -2.756
H -1.676476 1.657904 0.408294 0.070 -0.715 1.078
H 0.113128 2.088574 0.597012 0.104 -0.431 0.707
H -1.363672 3.916405 -0.140234 1.211 -0.416 -0.066
H -1.963755 2.943989 -1.304935 -0.450 -0.407 -1.244
H 0.740794 2.793943 -3.405534 0.158 -1.336 1.119
H 1.704843 1.995030 -1.975413 -2.284 0.656 -0.601
H 0.253702 0.184252 -2.811030 0.890 -1.033 -0.858
H -1.264725 1.018520 -2.924666 0.460 0.399 0.579
N -0.932081 -0.598920 0.900370 3.024 1.113 3.347
N -0.361251 0.684765 -0.953191 -1.340 1.609 0.794
O 1.226552 -1.130632 2.811877 -0.859 -1.452 -0.952
O 0.068451 3.439112 -1.657276 -0.664 -0.937 0.641
S -0.373907 -1.999459 -1.293542 0.017 1.147 -0.118
```
Positions in Å, forces in eV/Å.

Results
* maximum force: 4.8 eV Å⁻¹
* SMILES: COCCNC(=S)N1CCOCC1
* net charge: 0
* E_HOMO: -0.2975 hartree
* LUMO: 0.632 eV
* calculated total energy: -26461.4613 eV
* frontier orbital gap: 8.729 eV


6.
# C8H16N2O2S

C8H16N2O2S in the gas phase in a non-equilibrium geometry (the ωB97M-V functional and the def2-TZVPD basis, OMol25).

Structure (XYZ):
```
29
Properties=species:S:1:pos:R:3:forces:R:3
O -2.158867 3.395589 2.021156 -0.980 -4.814 -2.537
O -2.752096 2.846678 -0.333968 -0.404 -2.118 2.802
N -3.408454 0.970084 1.502556 0.669 0.803 -1.149
C -3.145477 -0.141982 0.915607 0.924 1.398 -0.679
N -0.950009 1.444444 0.756221 -0.834 0.708 1.761
C 1.520915 0.065034 0.551522 1.517 -0.799 0.566
C 1.230531 1.180673 -1.630024 0.242 -1.964 2.806
C -2.645587 -1.057157 -1.325432 -1.708 1.224 0.060
C -1.353136 -1.804412 0.680532 -1.537 -2.646 0.584
C -0.976140 0.458788 -0.261030 1.261 -0.005 -3.314
C 0.547907 0.060118 -0.624235 0.821 3.026 0.269
C -1.998577 -0.635704 -0.009275 0.143 0.338 0.776
S -2.398188 2.266053 1.003796 1.638 5.251 -0.487
H -3.953567 -0.811875 0.971029 -0.833 -1.440 0.556
H -0.281742 2.175036 0.585569 0.445 0.292 -0.039
H 1.397133 -0.785113 1.254577 -0.264 0.641 -0.153
H 1.488463 1.031714 1.106860 0.138 -0.864 -0.300
H 2.602728 -0.105921 0.180503 -1.664 0.550 0.345
H 0.516891 1.461085 -2.302825 -1.791 1.075 -1.984
H 1.609902 2.035049 -1.059428 -0.301 -0.071 -0.032
H 2.082978 0.768539 -2.156782 0.081 -0.325 0.011
H -3.684084 -0.620246 -1.373457 1.138 0.172 -0.521
H -2.053052 -0.822582 -2.210730 -0.126 0.181 0.165
H -2.882542 -2.077722 -1.351374 0.084 -1.751 0.126
H -0.797754 -2.508872 0.012355 -0.741 0.630 0.163
H -2.191668 -2.409780 1.224339 1.637 0.715 -0.871
H -0.630539 -1.506039 1.392635 0.473 0.463 1.048
H -1.340057 0.843396 -1.249095 0.332 0.572 0.780
H 0.622975 -0.871278 -1.105782 -0.362 -1.243 -0.756
```
Positions in Å, forces in eV/Å.

Results
* maximum force: 5.5 eV Å⁻¹
* SMILES: CC(C)[C@@H]1NS(=O)(=O)N=CC1(C)C
* net charge: 0
* E_HOMO: -0.3713 hartree
* LUMO: 0.047 eV
* calculated total energy: -26463.1892 eV
* frontier orbital gap: 10.149 eV


> Which formula does entry 2 have?

C8H16N2


Copy entry 2 word for word.
# C8H16N2

3 unconnected molecules or ions with the total composition C8H16N2 (the ωB97M-V functional and the def2-TZVPD basis, OMol25).

Structure (XYZ):
```
26
Properties=species:S:1:pos:R:3:forces:R:3
C 1.553885 -0.456278 0.686832 0.414 0.350 -0.146
C -1.573412 0.844430 -0.745050 0.242 0.223 0.011
C 2.492055 0.721236 0.717430 -0.176 0.026 0.263
C 1.668338 -1.367068 -0.501528 0.112 -0.010 -0.043
C -2.349633 -0.214180 -0.585906 -0.151 -0.161 -0.140
C -1.394504 1.871677 0.332058 -0.344 -0.331 -0.170
C -0.788694 1.092911 -1.998328 -0.084 0.036 0.148
N 0.698090 -0.734643 1.564162 -0.469 -0.131 0.407
C -1.023831 -2.809999 1.499598 -0.175 0.062 -0.208
N -0.770333 -3.617541 2.264523 0.022 -0.545 0.374
H 0.651149 -0.099745 2.358261 0.259 0.229 -0.142
H 3.500503 0.382263 0.960938 0.049 -0.002 -0.079
H 2.176927 1.442118 1.471922 0.065 0.023 -0.003
H 2.524060 1.207541 -0.255537 0.058 0.062 -0.079
H 0.774969 -1.276979 -1.114083 -0.101 0.037 -0.142
H 1.731998 -2.395694 -0.168068 0.010 -0.207 0.046
H 2.540233 -1.129131 -1.105172 0.031 -0.024 -0.103
H -2.470054 -0.957829 -1.357827 -0.002 -0.081 -0.212
H -2.919737 -0.365155 0.312958 -0.128 -0.001 0.308
H -1.251612 -2.050027 0.794434 -0.067 0.121 -0.118
H -2.033015 1.664598 1.179059 -0.143 -0.043 0.258
H -0.371966 1.886110 0.669257 0.534 0.026 0.156
H -1.625299 2.857786 -0.041414 -0.091 0.416 -0.149
H 0.279109 1.022526 -1.792116 0.142 0.041 -0.012
H -1.040517 0.381796 -2.774002 -0.013 -0.171 -0.187
H -0.978708 2.099278 -2.372401 0.008 0.054 -0.039
```
Positions in Å, forces in eV/Å.

Results
* maximum force: 0.7 eV Å⁻¹
* SMILES: C=C(C)C.CC(C)=N.C#N
* net charge: 0
* E_HOMO: -0.3546 hartree
* LUMO: 0.719 eV
* calculated total energy: -11534.1375 eV
* frontier orbital gap: 10.369 eV


> calculated total energy of number 4 (C8H16N2)?

-11535.5522 eV


> Among the records above, which one has the lowest calculated total energy?

C8H16MnN2PS